# 1
This record from OMol25 describes a molecular structure, C12H24O4Sb in a non-equilibrium geometry. The level of theory is the ωB97M-V functional and the def2-TZVPD basis.

Computed properties:
**F_max**: 9.35 eV Å⁻¹
**Net charge**: -1
**LUMO**: 3.060 eV
**HOMO-LUMO gap**: 7.405 eV
**HOMO energy**: -4.3 eV
**2S+1**: 1

Each line ends with the natural charge from an NBO analysis.
Atoms and positions in Å:
Sb (0.32, 0.31, 0.45)  1.86
O (2.34, -0.03, 0.76)  -1.12
O (1.93, -1.02, -2.91)  -0.58
O (0.97, 0.72, -4.30)  -0.77
O (-3.78, 2.32, -0.41)  -0.77
C (0.15, 4.54, 1.63)  -0.43
C (0.49, -2.81, 1.18)  -0.43
C (0.16, 3.18, 2.05)  0.01
C (-2.38, 2.13, 0.10)  -0.09
C (0.86, 1.92, -0.95)  -0.81
C (1.66, 0.31, -3.06)  0.79
C (0.34, 1.57, 2.25)  -0.91
C (2.10, 1.45, -1.97)  -0.52
C (0.23, -4.83, -0.50)  -0.64
C (-0.65, -3.65, 0.30)  -0.40
C (-1.90, 0.58, 0.11)  -0.84
C (-0.19, -1.43, 1.77)  -0.80
H (-2.12, 0.14, -0.98)  0.21
H (-1.35, -1.55, 1.95)  0.20
H (0.83, -5.38, 0.34)  0.20
H (0.99, -4.34, -1.25)  0.23
H (-0.06, 2.10, -1.68)  0.21
H (1.35, 1.38, 2.84)  0.25
H (-1.72, 2.88, -0.51)  0.18
H (-1.18, -2.97, -0.51)  0.21
H (0.29, -0.80, -0.90)  -0.24
H (1.24, 2.92, -0.48)  0.24
H (0.30, -1.22, 2.82)  0.20
H (2.33, 2.44, -2.61)  0.21
H (2.74, 0.77, 1.21)  0.45
H (-4.13, 3.07, 0.15)  0.45
H (-1.48, -4.12, 1.00)  0.19
H (-2.42, 2.51, 1.22)  0.16
H (3.10, 1.21, -1.40)  0.26
H (0.05, 5.61, 1.13)  0.27
H (0.80, -3.50, 2.07)  0.19
H (-0.55, -5.51, -1.05)  0.20
H (-2.51, -0.04, 0.90)  0.21
H (-0.54, 1.20, 2.96)  0.25
H (0.00, 0.44, -4.27)  0.50
H (1.42, -2.49, 0.54)  0.24


# 2
This record from OMol25 describes a molecular structure, C15H15N3O7P2Pd in a non-equilibrium geometry. The level of theory is the ωB97M-V functional and the def2-TZVPD basis.

Computed properties:
**F_max**: 3.72 eV Å⁻¹
**<S²>**: 2.006
**LUMO (alpha / beta)**: -0.818 / -1.318 eV
**HOMO-LUMO gap (alpha / beta)**: 8.257 / 8.246 eV
**HOMO energy (alpha / beta)**: -9.1 / -9.6 eV
**2S+1**: 3

Each line ends with the Mulliken spin population.
Atoms and positions in Å:
Pd (-0.18, -0.23, 0.65)  1.41
P (-2.09, -0.87, 2.37)  -0.02
P (0.12, 0.49, 3.83)  0.01
O (-1.52, -1.96, 1.48)  0.10
O (-3.39, -1.45, 3.19)  0.01
O (-0.03, 1.65, 4.70)  0.01
O (0.76, 0.43, 2.44)  0.07
O (0.91, -0.64, 4.71)  0.00
O (-2.26, 0.35, 1.49)  0.18
O (-1.37, -0.28, 3.64)  0.00
N (2.02, -1.33, -0.78)  0.03
N (-1.34, -0.22, -1.24)  0.11
N (0.40, 1.74, -0.33)  0.07
C (0.07, 1.69, -1.62)  -0.01
C (1.99, 3.00, -2.25)  0.00
C (-2.69, -1.19, -2.91)  0.00
C (1.44, 2.45, 0.02)  0.00
C (-2.13, -0.39, -3.85)  0.00
C (2.36, -2.18, 1.70)  0.00
C (2.29, 3.07, -0.91)  0.00
C (1.18, -3.05, 2.22)  0.00
C (0.79, 2.38, -2.65)  0.00
C (-0.92, 0.72, -2.08)  0.01
C (2.11, -1.64, 0.31)  0.00
C (0.40, 2.28, -4.02)  0.00
C (-1.26, 0.60, -3.46)  0.01
C (-0.61, 1.47, -4.40)  0.00
C (-2.17, -1.17, -1.62)  -0.01
H (2.65, 3.44, -3.00)  0.00
H (0.94, 2.92, -4.69)  0.00
H (-0.87, 1.42, -5.45)  0.00
H (0.54, -2.52, 2.94)  0.00
H (3.14, 3.62, -0.56)  0.00
H (1.52, -3.94, 2.73)  0.00
H (0.45, -3.26, 1.44)  0.00
H (-2.44, -1.93, -0.86)  0.00
H (-3.21, -1.25, 4.14)  0.00
H (3.30, -2.68, 1.70)  0.00
H (2.47, -1.31, 2.32)  0.00
H (0.85, -0.44, 5.65)  0.00
H (-3.44, -1.91, -3.20)  0.00
H (-2.39, -0.48, -4.90)  0.00
H (1.64, 2.59, 1.10)  0.01